#a
Here is 2 unconnected molecules or ions with the total composition C7H16OSi from the OMol25 dataset. Energies are from ωB97M-V with the def2-TZVPD basis set.

Properties
- Lowest unoccupied orbital energy: 0.881 eV
- Gap between HOMO and LUMO: 10.58 eV

CARTESIAN COORDINATES (ANGSTROEM)
1 C -3.899 0.785 0.437
2 C -1.014 -0.984 -1.249
3 C 1.217 -1.574 -0.329
4 C -0.729 -1.286 1.203
5 C 1.221 1.779 -1.423
6 C 1.391 1.422 1.661
7 C -0.060 -0.772 -0.074
8 O -4.684 0.160 -0.077
9 Si 0.327 1.104 0.115
10 H -0.968 1.797 0.261
11 H -0.555 -0.663 -2.181
12 H -1.281 -2.036 -1.348
13 H -1.929 -0.411 -1.107
14 H 1.912 -1.471 0.499
15 H 1.711 -1.230 -1.235
16 H 0.991 -2.634 -0.450
17 H -0.078 -1.146 2.061
18 H -1.658 -0.751 1.390
19 H -0.958 -2.349 1.121
20 H 2.158 1.262 -1.612
21 H 0.606 1.684 -2.312
22 H 1.453 2.833 -1.299
23 H 2.232 0.738 1.729
24 H 1.791 2.431 1.651
25 H 0.803 1.313 2.567

These are the Mulliken partial charges, in e, on atoms 1 to 2:
1. C 0.16
2. C -1.71

#b
Here is 2 unconnected molecules or ions with the total composition C7H16OSi from the OMol25 dataset. Energies are from ωB97M-V with the def2-TZVPD basis set.

Properties
- Lowest unoccupied orbital energy: -0.803 eV
- Gap between HOMO and LUMO: 7.97 eV

CARTESIAN COORDINATES (ANGSTROEM)
1 C -2.022 1.862 -0.773
2 C -1.604 0.599 -0.852
3 C -1.150 -1.790 0.068
4 C -2.604 -0.025 1.397
5 C 2.967 1.344 0.649
6 C 2.351 -1.274 -0.799
7 C -1.535 -0.377 0.288
8 O 0.454 0.419 0.775
9 Si 1.595 0.411 -0.322
10 H -2.080 2.425 -1.708
11 H -2.414 2.395 0.102
12 H -1.253 0.166 -1.912
13 H -0.563 -2.117 0.994
14 H -2.069 -2.303 0.091
15 H -0.612 -1.985 -0.876
16 H -2.051 0.009 2.421
17 H -3.250 -0.931 1.417
18 H -3.054 0.870 1.184
19 H 3.044 2.384 0.302
20 H 2.619 1.292 1.574
21 H 3.942 0.741 0.540
22 H 3.380 -0.961 -1.184
23 H 2.619 -2.011 0.046
24 H 1.711 -1.826 -1.611
25 H 1.581 0.684 -1.810

These are the Mulliken partial charges, in e, on atoms 1 to 2:
1. C -0.85
2. C -0.19

#c
Here is 2 unconnected molecules or ions with the total composition C7H16OSi from the OMol25 dataset. Energies are from ωB97M-V with the def2-TZVPD basis set.

Properties
- Lowest unoccupied orbital energy: 0.895 eV
- Gap between HOMO and LUMO: 9.07 eV

CARTESIAN COORDINATES (ANGSTROEM)
1 C -3.470 0.223 0.383
2 C -2.370 0.504 1.033
3 C 2.175 -1.207 -0.220
4 C -0.106 -2.226 -0.034
5 C 1.607 2.329 1.195
6 C -0.451 0.736 -2.037
7 C 0.767 -1.038 0.361
8 O 0.842 1.953 0.090
9 Si -0.022 0.614 -0.202
10 H -4.436 0.177 0.876
11 H -3.486 0.022 -0.677
12 H -2.329 0.709 2.091
13 H 2.143 -1.265 -1.309
14 H 2.821 -0.374 0.056
15 H 2.632 -2.125 0.149
16 H -1.106 -2.120 0.378
17 H 0.327 -3.161 0.327
18 H -0.193 -2.290 -1.118
19 H 2.579 1.828 1.175
20 H 1.099 2.076 2.124
21 H 1.763 3.407 1.144
22 H -1.405 0.255 -2.224
23 H -0.527 1.770 -2.355
24 H 0.291 0.245 -2.661
25 H 0.857 -1.041 1.454

These are the Mulliken partial charges, in e, on atoms 1 to 2:
1. C -0.53
2. C -0.42

Ranked by calculated energy, most stable first: #a, #c, #b.